1.
{"formula": "C18H45Cl2NbO9P", "method": "ωB97M-V/def2-TZVPD", "species": ["C", "C", "Nb", "C", "C", "Cl", "C", "C", "Cl", "P", "O", "O", "O", "H", "H", "H", "H", "H", "H", "H", "H", "H", "H", "H", "H", "H", "H", "H", "H", "H", "C", "O", "C", "C", "O", "C", "C", "O", "C", "H", "H", "H", "H", "H", "H", "H", "H", "H", "H", "H", "H", "H", "H", "C", "O", "C", "C", "O", "C", "C", "O", "C", "H", "H", "H", "H", "H", "H", "H", "H", "H", "H", "H", "H", "H", "H"], "positions_angstrom": [[-5.0732, -2.2499, 0.4545], [-4.8706, -1.1729, -0.6245], [-2.7967, -0.3381, -0.6611], [-2.7468, 0.1016, -2.8722], [-0.9192, 0.8622, -0.0401], [0.3408, 0.6344, -1.3042], [-0.3741, 0.5729, 1.3712], [1.1279, 0.6968, 1.5865], [-1.2020, 1.7534, 2.4687], [-1.4844, -2.6199, -0.8207], [-2.4686, -3.5437, -1.4004], [-0.9506, -3.2525, 0.5658], [-0.0930, -2.6785, -1.6582], [-5.7774, -1.9151, 1.2108], [-5.4181, -3.1834, 0.0141], [-4.1574, -2.5060, 0.9823], [-5.6074, -0.3885, -0.4771], [-5.0078, -1.5880, -1.6245], [-2.9791, -0.4914, 1.1681], [-3.5628, 1.2831, -0.3648], [-2.0736, 0.9376, -3.0610], [-2.4040, -0.7782, -3.4208], [-3.7255, 0.3996, -3.2471], [-1.1700, 1.9143, -0.0546], [-0.7234, -0.3844, 1.7385], [1.6014, -0.2784, 1.5085], [1.5826, 1.3874, 0.8880], [1.3184, 1.0586, 2.5920], [-0.1800, -2.7685, 0.8746], [-0.1801, -2.1363, -2.4446], [-2.6169, 5.0108, 2.6283], [-1.8258, 5.8832, 3.4135], [-0.4401, 5.6659, 3.2294], [0.3429, 6.9343, 3.4612], [0.2617, 7.8757, 2.4019], [-0.9295, 8.6275, 2.2796], [-1.0875, 9.7202, 3.3096], [-1.5250, 9.2034, 4.5525], [-1.1698, 10.0197, 5.6386], [-2.4674, 3.9665, 2.9125], [-3.6580, 5.2855, 2.7850], [-2.3768, 5.1123, 1.5636], [-0.2410, 5.2966, 2.2167], [-0.0931, 4.9058, 3.9434], [1.3989, 6.6585, 3.5064], [0.0695, 7.3869, 4.4178], [-1.8122, 7.9839, 2.2653], [-0.8482, 9.1171, 1.3063], [-1.8307, 10.4435, 2.9419], [-0.1275, 10.2383, 3.4308], [-0.0833, 10.1665, 5.6886], [-1.4982, 9.5158, 6.5454], [-1.6550, 11.0026, 5.5841], [4.3219, -9.4411, -4.7923], [4.0803, -8.5906, -3.7013], [5.2644, -8.0875, -3.1128], [5.0429, -6.7327, -2.4844], [4.9639, -5.6670, -3.4100], [3.7490, -5.5089, -4.1296], [2.6039, -4.9656, -3.3104], [2.0325, -5.9764, -2.5085], [1.3753, -5.4432, -1.3670], [4.8488, -10.3547, -4.4876], [3.3552, -9.7168, -5.2090], [4.9115, -8.9369, -5.5683], [6.0588, -8.0055, -3.8656], [5.5983, -8.7840, -2.3292], [5.9296, -6.5158, -1.8830], [4.1767, -6.7523, -1.8191], [3.4567, -6.4377, -4.6256], [3.9812, -4.7698, -4.8994], [1.8411, -4.5681, -3.9962], [2.9668, -4.1398, -2.6857], [2.0763, -4.8594, -0.7571], [1.0152, -6.2859, -0.7801], [0.5373, -4.8090, -1.6480]], "atomic_forces_ev_per_a": [[0.225, -0.208, -0.166], [0.390, 0.712, 1.175], [-1.040, -1.047, -2.335], [-0.237, 0.578, 0.596], [-0.791, -0.008, 1.181], [0.034, -0.201, -0.303], [0.219, 0.164, -0.111], [-0.063, 0.045, 0.322], [-0.041, -0.011, 0.105], [0.555, 0.407, 0.624], [-1.066, -0.409, -0.443], [0.353, -0.374, 0.317], [0.492, 0.060, -0.002], [-0.130, 0.010, 0.099], [-0.209, -0.089, -0.016], [0.129, -0.033, 0.050], [-0.147, 0.125, -0.205], [0.272, 0.038, -0.255], [-0.077, 0.381, -0.008], [0.467, -0.125, 0.253], [0.187, 0.025, -0.138], [0.044, -0.164, -0.071], [-0.166, -0.105, -0.129], [0.163, 0.197, -0.275], [-0.082, -0.120, 0.019], [0.132, -0.079, -0.283], [0.105, 0.074, -0.125], [0.034, -0.022, 0.156], [0.153, 0.073, 0.169], [0.113, 0.248, -0.234], [-0.017, -0.037, 0.090], [-0.001, 0.164, -0.198], [-0.092, -0.113, 0.109], [0.100, -0.021, 0.088], [0.091, 0.044, -0.010], [-0.084, -0.028, -0.137], [-0.121, 0.092, 0.069], [0.168, -0.123, 0.004], [-0.075, 0.022, 0.011], [-0.072, 0.064, -0.013], [-0.007, -0.005, 0.032], [0.001, -0.017, 0.007], [0.015, 0.002, -0.001], [0.045, -0.051, -0.088], [0.008, 0.022, 0.014], [-0.098, -0.015, -0.031], [0.006, 0.006, 0.104], [-0.026, -0.021, -0.019], [0.084, 0.056, -0.013], [0.006, 0.000, -0.014], [-0.016, 0.021, -0.007], [-0.020, 0.006, 0.013], [0.024, 0.014, -0.002], [-0.016, -0.075, 0.046], [-0.024, 0.184, -0.109], [-0.005, -0.169, 0.036], [0.009, 0.047, 0.164], [0.079, 0.008, -0.072], [-0.012, 0.043, -0.124], [-0.190, -0.041, -0.015], [0.237, -0.006, 0.188], [-0.044, -0.226, -0.071], [0.019, 0.013, -0.018], [-0.010, -0.020, 0.004], [0.010, -0.019, 0.013], [-0.004, 0.015, -0.001], [0.092, 0.011, -0.047], [-0.021, 0.008, 0.033], [-0.055, -0.055, -0.086], [-0.038, -0.023, 0.087], [0.017, -0.016, -0.016], [0.038, 0.093, 0.039], [0.006, 0.021, -0.023], [-0.034, 0.033, -0.018], [-0.014, -0.019, -0.020], [0.021, -0.029, 0.036]], "lowdin_charge": [-0.24, -0.43, 1.33, -0.35, -0.88, 0.51, -0.83, -0.18, 0.59, 0.29, -0.37, -0.22, -0.26, 0.05, 0.05, 0.01, 0.01, 0.03, -0.07, -0.07, -0.05, -0.03, -0.03, -0.01, 0.03, 0.07, 0.04, 0.05, 0.04, 0.03, -0.11, -0.20, -0.21, -0.19, -0.13, -0.19, -0.21, -0.19, -0.12, 0.02, 0.09, 0.09, 0.13, 0.13, 0.13, 0.12, 0.12, 0.13, 0.13, 0.13, 0.09, 0.09, 0.09, -0.12, -0.19, -0.21, -0.19, -0.13, -0.18, -0.22, -0.20, -0.10, 0.09, 0.09, 0.09, 0.12, 0.13, 0.13, 0.12, 0.12, 0.12, 0.13, 0.13, 0.09, 0.09, 0.06], "total_charge": -1, "homo_lumo_gap_ev": 7.42}

---

2.
{"formula": "C4H7O3S", "method": "ωB97M-V/def2-TZVPD", "species": ["C", "C", "C", "C", "O", "O", "O", "S", "H", "H", "H", "H", "H", "H", "H"], "positions_angstrom": [[2.3502, -0.6703, 0.0716], [-2.3603, 1.0872, 0.3861], [1.6787, 0.4268, -0.1982], [-1.8735, -0.2604, 0.6077], [2.3087, -1.8146, -0.8918], [3.1668, -0.7281, 1.0524], [0.8667, 0.6898, -1.2840], [-2.8981, -1.4412, 0.1153], [-3.4569, 0.9690, 0.0290], [-1.7324, 1.4529, -0.4764], [-2.4773, 1.7950, 1.2579], [1.9357, 1.2525, 0.4358], [-1.0464, -0.4611, 1.2178], [0.4335, -0.0522, -1.6828], [3.1045, -2.2451, -0.6405]], "atomic_forces_ev_per_a": [[4.578, -6.171, 1.215], [-1.611, 1.659, -1.039], [-3.647, 3.529, -3.008], [-0.352, 0.194, 0.411], [-1.263, 3.436, 1.697], [-1.995, -0.131, -2.399], [1.756, 1.097, 2.241], [-1.040, -2.597, -0.671], [1.803, 0.395, 0.221], [-0.763, 0.917, 0.765], [0.810, -0.355, -0.644], [-0.448, 0.504, -0.071], [1.278, -0.182, 0.879], [-0.234, -1.306, 0.020], [1.129, -0.988, 0.381]], "mulliken_spin": [0.10, -0.04, 0.42, 0.60, 0.01, 0.33, 0.16, 0.36, 0.01, 0.04, 0.02, 0.01, -0.01, -0.01, 0.00], "s2": 2.02, "total_charge": -1, "homo_lumo_gap_ev": [3.69, 3.92], "multiplicity": 3, "relative_energy_kj_mol": 0.0}

---

Computed F_max (hartree/bohr) in order:
0.054; 0.151
Computed E_tot (Ha) in order:
-2708.529488; -780.423543